C21H21ClN2OS | wB97M-V/def2-TZVPD

Bonds (Å) are listed after each position.
Geometry (Å):
1 O -5.10013 4.66765 -1.42253  S7 1.416
2 C -1.81808 2.26643 0.23161  H3 1.096, C16 1.409, C27 1.389
3 H -1.53587 2.31187 1.29017  C2 1.096
4 H 0.80480 -5.72930 -3.22556  C38 1.061
5 H 2.08136 -1.69709 5.15421  C35 1.068
6 N -0.14849 -4.12054 -2.10388  C38 1.350, C45 1.352
7 S -3.89973 4.60605 -2.17102  O1 1.416, C9 1.812, C36 1.825
8 N -0.61625 -1.95628 -1.04039  H10 1.027, C18 1.371, C45 1.363
9 C -2.78340 3.27737 -1.65062  S7 1.812, C27 1.360, C43 1.414
10 H -1.59859 -2.00214 -0.74386  N8 1.027
11 C 2.95456 -1.38671 3.27871  C35 1.462, H37 1.109, H40 1.081, C44 1.477
12 H -3.84223 7.02674 -1.71204  C36 1.088
13 H -2.27917 6.44663 -2.36303  C36 1.131
14 C -0.06021 0.10817 1.53543  H20 1.068, C24 1.514, C33 1.388
15 Cl -2.46297 2.09731 -4.25923  C43 1.827
16 C -1.13810 1.26182 -0.48446  C2 1.409, C28 1.408, C33 1.508
17 H -3.05293 4.08450 0.24100  C27 1.086
18 C 0.16224 -0.91207 -0.61270  N8 1.371, C26 1.411, C33 1.437
19 H 2.84556 -0.90482 1.25618  C44 1.092
20 H -0.48930 0.88677 2.12722  C14 1.068
21 C 2.50794 -2.97867 -2.31241  H23 1.015, C31 1.363, C47 1.430
22 H 2.38837 0.50186 2.34198  C44 1.125
23 H 3.38440 -2.51200 -2.10331  C21 1.015
24 C 0.81691 -0.93057 2.20210  C14 1.514, C25 1.453, H32 1.074, C44 1.560
25 C 0.57727 -1.12757 3.62162  C24 1.453, C35 1.559, H41 1.129, H42 1.108
26 C 1.48928 -1.14976 -1.03002  C18 1.411, H30 1.114, C31 1.444
27 C -2.68750 3.21333 -0.29518  C2 1.389, C9 1.360, H17 1.086
28 C -1.31620 1.32811 -1.87998  C16 1.408, H29 1.096, C43 1.420
29 H -0.79007 0.58035 -2.48447  C28 1.096
30 H 2.44992 -0.58562 -1.04946  C26 1.114
31 C 1.43913 -2.45343 -1.64880  C21 1.363, C26 1.444, C45 1.342
32 H 0.71199 -1.87602 1.70439  C24 1.074
33 C -0.42242 0.12184 0.19579  C14 1.388, C16 1.508, C18 1.437
34 H 2.99395 -4.73542 -3.45229  C47 1.123
35 C 1.85842 -1.86120 4.12262  H5 1.068, C11 1.462, C25 1.559, H46 1.203
36 C -3.14398 6.19294 -1.67998  S7 1.825, H12 1.088, H13 1.131, H39 1.071
37 H 3.60511 -2.17079 2.83968  C11 1.109
38 C 0.81879 -4.75902 -2.79538  H4 1.061, N6 1.350, C47 1.440
39 H -2.70391 6.12494 -0.70576  C36 1.071
40 H 3.58187 -0.76416 3.90125  C11 1.081
41 H -0.34528 -1.76190 3.76995  C25 1.129
42 H 0.43110 -0.17669 4.17067  C25 1.108
43 C -2.19773 2.27767 -2.46075  C9 1.414, Cl15 1.827, C28 1.420
44 C 2.34388 -0.61097 2.18012  C11 1.477, H19 1.092, H22 1.125, C24 1.560
45 C 0.18497 -2.92459 -1.56881  N6 1.352, N8 1.363, C31 1.342
46 H 1.84175 -3.05535 3.97970  C35 1.203
47 C 2.15894 -4.23962 -2.88848  C21 1.430, H34 1.123, C38 1.440

Properties
Energy relative to the best compared isomer or geometry (same formula, charge and spin): 482.6 kJ/mol
Frontier orbital gap: 8.13 eV
DFT total energy: -50499.28938 eV